[1]
The following is a quantum chemistry calculation of C35H38Br2CaCl8CsINO7 as an isolated structure at a distorted geometry, from the Open Molecules 2025 dataset.

Relative energy (zero: lowest compared OMol25 entry of this formula, charge and spin) in eV: 0.0000
E in eV: -320076.4027
Maximum force in eV/A: 11.12
HOMO-LUMO gap in eV: 1.141
Charge: -1

CARTESIAN COORDINATES (ANGSTROEM)
Cs  -1.8794  -7.8380  4.0343
I  -0.1305  -1.3988  -1.4036
Br  -4.9802  -3.7493  8.2422
Br  -2.9958  -2.3799  7.1421
Ca  -5.3107  -1.6117  9.4085
Cl  -3.1424  -7.7553  -0.4201
Cl  0.1267  0.4059  2.2802
Cl  2.3365  -1.8258  3.7923
Cl  -1.3483  -5.8438  0.7881
Cl  -1.5166  -8.5171  1.8662
Cl  2.1258  2.7966  0.9290
Cl  -5.4746  -2.2165  2.6839
Cl  -0.2773  -8.0585  -0.7376
O  -0.8486  -1.9815  5.3629
O  6.5964  3.0056  -3.4084
O  -3.9757  -0.6351  -0.5937
O  -5.9916  -1.2333  12.4302
O  -0.7772  -5.3787  3.4634
O  8.3054  5.8782  -4.3476
O  0.9255  -4.0145  3.6696
N  -2.2075  -1.2166  0.9040
C  7.2696  3.6372  -4.2299
C  2.8393  4.7129  -1.6576
C  -2.6788  -3.0694  4.2322
C  4.0170  -0.4892  -6.1911
C  -1.0334  -1.8685  0.4616
C  1.3318  2.8340  2.5292
C  -2.1821  -2.5807  2.8951
C  -2.8179  -0.1852  0.1549
C  4.0845  -1.5129  -5.2559
C  2.9379  0.3841  -6.1871
C  -1.9180  -2.4274  5.4066
C  -0.4282  -2.8268  1.1632
C  -3.6808  -1.7016  -2.6789
C  -0.2761  -4.2591  3.2258
C  -3.4868  -1.5944  -4.0483
C  2.8574  6.7013  -3.5977
C  1.8220  5.6553  -1.6960
C  -4.0779  -0.9909  2.6385
C  -3.5336  0.8004  -3.9542
C  -2.7987  -1.6146  2.1484
C  -3.8019  -0.5242  -1.9537
C  -3.3999  -0.3730  -4.6883
C  7.6623  5.2510  -3.4974
C  -2.6328  0.5514  3.9528
C  -3.9367  -0.2600  4.0043
C  3.8648  4.7592  -2.5940
C  -0.9787  -3.2231  2.4437
C  1.8296  6.6485  -2.6666
C  1.9946  -0.7920  -4.3156
C  3.0749  -1.6619  -4.3152
C  3.8733  5.7550  -3.5633
C  -3.7349  0.7035  -2.5888
C  -1.5679  -7.5340  0.3604
C  1.9242  0.2294  -5.2517
C  1.2448  1.4650  3.1556
H  2.8868  1.1854  -6.9136
H  4.9258  -2.1946  -5.2594
H  6.8048  3.8898  -5.2018
H  -6.1024  -1.3325  13.3761
H  4.8062  -0.3713  -6.9234
H  0.3470  3.2785  2.4014
H  8.2605  3.2351  -4.5131
H  6.6692  5.6260  -3.1918
H  -3.4081  -2.4959  -4.6494
H  -4.4652  -0.2250  1.9716
H  0.4620  -3.3121  0.7843
H  -3.2314  -0.2790  -5.7560
H  1.9253  3.4932  3.1618
H  -3.8230  1.6094  -1.9951
H  -2.6795  1.4348  4.5998
H  1.0791  0.9062  -5.2510
H  1.3896  -3.1280  3.1756
H  8.1601  4.9648  -2.5520
H  -2.5541  0.9513  2.9361
H  1.2054  -0.9099  -3.5835
H  3.1292  -2.4562  -3.5814
H  2.8280  3.9418  -0.8957
H  -3.7361  -2.6798  -2.2200
H  0.8730  1.5497  4.1768
H  -4.7994  0.4171  4.0662
H  4.6724  5.7940  -4.2942
H  4.6555  4.0204  -2.5697
H  -1.7452  -0.0516  4.1069
H  -3.7334  -2.9036  4.4313
H  2.8667  7.4793  -4.3513
H  -2.1182  0.2962  -0.5275
H  -3.4604  1.7569  -4.4575
H  1.0334  7.3823  -2.6970
H  -4.0260  -0.9359  4.8532
H  -3.0989  0.5877  0.8790
H  2.2129  0.9688  3.1888
H  -2.4562  -4.1399  4.3157
H  1.0216  5.6148  -0.9672

Forces on the atoms, in the same order (eV/Å):
Cs -1.47 3.34 10.51
I -0.50 -0.04 0.59
Br -2.84 -2.86 1.24
Br 2.28 1.33 -1.63
Ca -0.35 0.93 2.56
Cl -0.01 -0.20 0.12
Cl 0.17 0.15 -0.28
Cl 0.81 1.04 -0.33
Cl -0.24 -0.10 0.04
Cl 1.48 -2.83 -9.73
Cl -0.18 -0.17 0.31
Cl -0.24 0.12 0.07
Cl -0.03 -0.13 0.05
O 0.65 0.24 0.55
O 0.45 1.09 0.27
O 0.02 0.51 -0.15
O 0.34 0.07 -2.10
O -0.69 -0.46 1.21
O -0.38 -1.01 -0.15
O -0.05 -0.30 -2.11
N -0.52 1.12 -1.05
C -1.05 -5.35 -3.01
C 0.08 -0.08 -0.03
C -0.46 0.27 0.94
C 0.00 0.01 0.00
C 0.84 -0.70 -0.72
C -0.07 0.04 0.28
C 0.55 -0.45 -0.68
C 0.69 0.18 0.99
C 0.01 0.00 -0.01
C 0.01 -0.01 -0.01
C 0.24 0.40 -1.46
C -0.17 0.61 0.68
C -0.10 0.31 -0.67
C 0.47 0.55 -0.15
C -0.04 -0.59 -0.38
C 0.01 0.03 -0.05
C -0.01 0.01 0.00
C 0.79 0.25 0.09
C 0.14 -0.55 -0.07
C -0.39 -0.90 1.45
C -0.15 -0.83 0.35
C -0.03 0.68 -0.16
C 1.04 5.00 2.79
C -0.82 0.37 -0.23
C -0.30 0.05 -0.59
C 0.00 0.07 0.01
C -0.02 -0.77 -0.24
C 0.00 0.01 0.01
C -0.03 0.00 -0.01
C 0.01 -0.04 0.00
C -0.03 -0.02 0.07
C 0.00 0.80 0.30
C 0.28 0.44 -1.35
C -0.02 0.03 -0.01
C 0.11 -0.06 0.03
H -0.01 0.00 0.00
H 0.00 0.01 0.01
H -0.50 1.15 0.53
H 0.08 -0.13 -0.03
H 0.01 0.00 0.00
H 0.00 -0.06 -0.12
H 0.59 0.68 1.04
H -0.50 -0.59 -0.92
H 0.07 0.02 0.13
H 0.08 -0.33 -0.23
H -0.01 0.12 0.01
H -0.02 -0.31 0.05
H 0.07 -0.04 -0.03
H -0.04 -0.13 0.03
H 0.16 -0.28 0.23
H 0.01 0.00 0.03
H -0.48 -0.78 2.06
H 0.44 -0.99 -0.54
H 0.16 0.02 0.15
H 0.12 0.05 -0.19
H -0.01 0.02 0.01
H 0.08 0.28 -0.34
H 0.02 0.17 0.24
H 0.00 0.04 0.00
H 0.10 -0.06 0.13
H -0.03 0.01 -0.05
H -0.05 -0.03 -0.02
H -0.03 0.12 0.20
H -0.02 -0.24 -0.24
H -0.01 -0.01 0.00
H 0.07 -0.27 0.00
H -0.05 0.03 0.16
H 0.01 0.00 0.00
H 0.19 0.03 -0.01
H -0.52 0.01 -0.39
H -0.06 -0.13 -0.03
H -0.18 0.07 0.01
H 0.02 -0.03 0.00

Atom-resolved charges from Löwdin, all expressed in e: 1.1627, 1.0198, -0.2469, 0.4618, 1.0531, 0.5389, 0.6648, -0.1335, 0.6979, 0.0545, 0.6155, 0.5473, 0.5373, 0.1096, 0.0321, -0.0362, -0.6373, -0.3188, 0.0268, -0.0635, -0.0740, -0.2783, -0.1026, -0.1233, -0.1091, -0.6940, -0.6393, -0.1461, -0.2400, -0.1010, -0.1043, -0.6623, -0.2200, -0.0300, -0.6094, -0.1007, -0.1051, -0.0892, -0.5666, -0.0880, -0.2148, -0.3242, -0.1110, -0.2784, -0.1101, -0.2503, -0.0804, -0.1821, -0.1036, -0.1136, -0.0850, -0.1063, -0.0303, -1.9458, -0.0874, -0.6542, 0.0953, 0.0968, 0.1263, -0.1841, 0.0935, 0.0623, 0.1257, 0.1023, 0.1012, 0.0770, 0.0932, 0.0951, 0.0685, 0.1205, 0.0771, 0.1022, -0.1043, 0.1294, 0.0454, -0.0483, 0.1037, -0.0141, 0.1216, 0.0775, 0.1020, 0.0898, 0.0811, 0.0275, 0.0518, 0.0957, 0.0686, 0.0992, 0.0960, 0.0454, 0.1144, 0.0256, 0.1140, 0.0999



[2]
The following is a quantum chemistry calculation of a 9-piece molecular cluster, C27H72O9 overall at a distorted geometry, from the Open Molecules 2025 dataset.

Relative energy (zero: lowest compared OMol25 entry of this formula, charge and spin) in eV: 3.7660
E in eV: -47591.3461
Maximum force in eV/A: 2.78
HOMO-LUMO gap in eV: 10.333

CARTESIAN COORDINATES (ANGSTROEM)
O  7.5986  -0.2692  -1.0207
O  -5.4039  1.3232  2.2432
O  0.9632  1.1108  8.4576
O  -1.2164  2.7020  -0.6958
O  -7.6444  1.0219  -7.8598
O  -2.1278  7.2722  -3.5764
O  -1.0038  -5.8962  -2.5030
O  -0.4119  -6.9813  2.3310
O  7.0249  1.5012  3.6286
C  8.2491  -1.5527  -1.1892
C  -5.7846  0.0237  2.0835
C  7.3405  -2.7455  -0.8088
C  7.5843  2.7553  3.6460
C  -3.1547  8.2386  -5.5336
C  0.5841  1.6486  6.1299
C  8.9786  2.6471  4.2266
C  -7.2305  -0.0673  2.6894
C  -4.7468  -0.9224  2.6628
C  9.4432  -1.4594  -0.2778
C  0.7455  1.3081  -0.5505
C  -5.4739  -0.0133  -7.8134
C  6.6170  3.5626  4.5757
C  -5.9278  2.3994  -7.0695
C  -0.3408  1.8183  -1.3891
C  0.3249  -6.3180  3.3743
C  -3.3366  7.7877  -4.0699
C  -1.4012  -8.0352  -3.5897
C  0.0669  0.9031  7.3537
C  0.8191  -5.0004  2.7087
C  -1.1147  0.6657  -2.0776
C  -0.6244  -6.7129  -3.5854
C  -6.2381  1.2383  -7.9856
C  -1.3590  1.3134  7.7169
C  -0.6003  -6.0664  4.5488
C  0.9412  -6.8677  -3.6697
C  -3.7694  8.8442  -3.0906
H  -4.5093  0.2890  -7.4055
H  7.1757  -2.9146  0.2553
H  -1.8350  0.7452  8.5160
H  -6.4877  3.2927  -7.3464
H  7.8443  -3.6321  -1.1938
H  -7.9243  0.5404  2.1086
H  10.1167  -2.2815  -0.5203
H  -2.5979  7.5000  -6.1102
H  5.6558  3.7206  4.0866
H  -4.8640  2.6187  -6.9787
H  -0.0483  -5.6458  5.3893
H  -0.8761  -6.2483  -4.5388
H  1.5007  -5.1483  1.8711
H  6.8891  4.5621  4.9146
H  6.3508  -2.6001  -1.2417
H  -6.0572  1.5384  -9.0177
H  -5.9276  -0.0683  1.0068
H  -0.9288  -6.4366  -1.7131
H  1.4856  0.8641  -1.2163
H  0.0645  -0.1549  7.0917
H  1.4784  1.1301  5.7839
H  1.1550  -6.9635  3.6611
H  -5.9398  -0.7051  -7.1116
H  -4.7794  9.1865  -3.3163
H  -4.8230  1.5562  1.5153
H  -1.2010  -8.5438  -2.6466
H  -1.4277  2.3516  8.0416
H  -4.1008  8.3888  -6.0536
H  -1.3438  -5.3021  4.3226
H  -1.1930  -6.9299  4.8508
H  6.4849  2.9420  5.4620
H  1.3489  -7.5201  -2.8975
H  -4.7132  -0.8916  3.7519
H  -1.3005  3.5001  -1.2225
H  -7.1715  0.3788  3.6822
H  -1.4668  -0.0328  -1.3185
H  0.0442  2.4643  -2.1781
H  -0.1178  1.6584  5.2960
H  9.5217  3.5922  4.2316
H  1.3593  -4.4023  3.4425
H  -3.6120  8.5368  -2.0567
H  7.2882  -0.2586  -0.1124
H  1.1280  -7.3134  -4.6468
H  -7.8203  0.1788  -8.2839
H  10.1110  -0.6218  -0.4795
H  -1.0109  -8.7536  -4.3106
H  6.8067  1.2785  4.5365
H  9.5052  1.9799  3.5442
H  -2.4757  -7.9120  -3.7252
H  9.2453  -1.5908  0.7859
H  -0.5567  -7.9177  2.4854
H  -3.7801  -0.6600  2.2331
H  1.3320  -5.8511  -3.6257
H  1.0772  2.0616  8.5247
H  -4.0515  6.9654  -4.0446
H  0.8722  2.6893  6.2783
H  8.5337  -1.6235  -2.2390
H  -7.6194  -1.0852  2.6629
H  -5.2322  -0.5581  -8.7260
H  7.5484  3.1381  2.6261
H  -6.2904  2.1697  -6.0676
H  -2.0814  1.1620  6.9149
H  -0.5875  0.0411  -2.7987
H  8.9549  2.1064  5.1727
H  -1.9687  1.0762  -2.6164
H  0.0050  -4.3521  2.3844
H  -4.9723  -1.9506  2.3800
H  -2.5977  9.1754  -5.5505
H  -3.1519  9.7253  -3.2648
H  1.2053  2.1121  0.0243
H  0.4416  0.5312  0.1510
H  -1.4578  7.9443  -3.4310

Forces on the atoms, in the same order (eV/Å):
O -0.56 -0.53 -0.72
O 0.86 2.58 0.57
O -0.32 -0.53 -0.37
O -0.45 -0.26 0.68
O -0.17 -0.15 0.03
O 0.88 -1.38 0.12
O -0.19 0.23 -0.26
O -0.04 0.18 -0.54
O -0.66 -2.09 -0.86
C -0.65 0.94 1.70
C -2.16 -1.17 -0.25
C 0.33 0.46 -0.56
C -0.69 1.95 1.77
C -0.25 0.13 0.44
C 0.33 -0.29 -0.55
C 0.32 -0.22 -1.17
C 1.13 0.01 -0.41
C -0.45 -0.40 -0.44
C 1.81 -1.39 -0.60
C 1.16 -0.26 0.81
C 1.42 -0.75 0.91
C 0.26 0.45 -0.58
C -0.09 -0.11 0.73
C -1.12 0.25 -2.06
C -0.68 0.35 -1.20
C 0.16 0.05 -0.34
C 0.81 -0.28 0.52
C -0.50 0.77 0.00
C 0.21 -0.23 0.91
C -0.44 0.28 0.36
C 0.93 -0.93 -0.78
C -1.05 1.00 -1.10
C -0.66 -0.08 0.27
C -0.12 0.73 0.28
C -1.75 -0.08 -0.17
C -0.29 1.02 -0.74
H 0.24 -0.36 0.16
H 0.32 0.39 0.18
H 0.60 -0.27 0.33
H 0.17 -0.03 -0.32
H -0.36 -0.23 -0.10
H 0.19 0.11 -0.11
H 0.08 -0.53 0.10
H 0.03 -0.10 0.23
H -0.10 -0.41 -0.02
H -0.01 0.04 -0.27
H 0.10 -0.31 0.22
H -0.27 0.73 0.29
H -0.16 -0.32 0.01
H 0.61 -0.04 -0.10
H 0.10 -0.24 -0.31
H 0.09 0.47 -0.22
H 0.22 -1.02 -0.26
H -0.01 0.02 0.25
H 0.20 -0.03 0.13
H 0.21 -0.11 0.38
H 0.11 0.08 -0.08
H 0.24 0.17 0.11
H -0.01 0.07 0.15
H -0.21 -0.12 0.41
H 0.15 0.20 0.14
H -0.29 -0.02 0.37
H 0.18 0.19 -0.19
H -0.11 0.12 0.14
H -0.01 0.08 -0.40
H 0.42 -0.25 0.07
H -0.17 0.12 0.20
H 0.04 0.16 0.13
H 0.05 0.27 -0.01
H -0.12 -0.06 0.10
H -0.22 -0.38 0.21
H -0.25 0.07 0.12
H 0.64 -0.33 -0.30
H -0.18 -0.18 0.08
H -0.07 -0.02 0.42
H 0.15 -0.05 0.17
H -0.39 -0.16 -0.14
H -0.10 0.18 0.16
H 0.38 0.04 0.00
H -0.27 -0.05 -0.04
H -0.58 0.47 0.15
H -0.07 0.26 -0.42
H -0.06 -0.25 0.01
H 0.30 -0.02 -0.01
H 0.12 0.12 0.04
H -0.37 0.40 -0.04
H 0.16 0.03 0.42
H 0.12 -0.06 0.19
H 0.31 -0.22 0.07
H 0.06 0.13 0.11
H 0.12 -0.22 0.03
H -0.14 0.09 0.47
H -0.03 0.10 0.06
H 0.13 -0.04 0.39
H -0.37 0.11 -0.16
H 0.27 0.05 0.02
H 0.07 -0.22 0.16
H 0.31 0.20 -0.48
H 0.59 0.35 0.07
H 0.00 0.47 0.28
H -0.12 -0.01 0.12
H -0.28 -0.38 -0.08
H 0.02 -0.10 -0.04
H 0.06 0.10 -0.10
H 0.24 0.19 0.12
H 0.13 -0.02 -0.05
H -0.24 0.01 0.02
H -0.21 0.34 -0.14

Results of the Löwdin charge analysis, in e, for atoms 1 through 99: -0.0716, -0.0453, -0.0532, -0.0491, -0.0536, -0.0614, -0.0416, -0.0776, -0.0564, -0.4635, -0.5392, -0.0571, -0.5157, -0.0500, -0.0688, -0.0587, -0.0417, -0.0496, -0.0851, -0.0733, -0.0669, -0.0498, -0.0550, -0.5195, -0.4635, -0.5134, -0.0639, -0.4792, -0.0527, -0.0511, -0.4980, -0.5249, -0.0684, -0.0705, -0.0489, -0.0664, 0.0794, 0.0740, 0.0729, 0.0800, 0.0762, 0.0699, 0.0731, 0.0759, 0.0747, 0.0787, 0.0777, 0.1261, 0.0734, 0.0720, 0.0763, 0.1284, 0.1299, 0.0857, 0.0886, 0.1336, 0.0764, 0.1291, 0.0888, 0.0821, 0.0979, 0.0725, 0.0779, 0.0747, 0.0779, 0.0761, 0.0722, 0.0713, 0.0802, 0.0847, 0.0761, 0.0733, 0.1315, 0.0784, 0.0811, 0.0719, 0.0853, 0.0778, 0.0692, 0.0809, 0.0809, 0.0745, 0.0823, 0.0759, 0.0787, 0.0827, 0.0809, 0.0744, 0.0739, 0.0785, 0.1348, 0.0776, 0.1362, 0.0715, 0.0809, 0.1399, 0.0833, 0.0744, 0.0751



[3]
The following is a quantum chemistry calculation of one molecule with the formula C21H24N2O7S at a distorted geometry, from the Open Molecules 2025 dataset.

Relative energy (zero: lowest compared OMol25 entry of this formula, charge and spin) in eV: 0.3091
E in eV: -50314.8395
Maximum force in eV/A: 1.02
HOMO-LUMO gap in eV: 9.275

CARTESIAN COORDINATES (ANGSTROEM)
S  3.3257  1.2210  -3.3951
O  -0.8468  -2.7771  -2.1643
O  2.7282  2.3459  -4.0409
O  -4.1512  1.9981  2.4781
O  -0.9656  2.8847  2.0184
O  4.4662  0.6026  -3.9969
O  0.2210  1.5371  3.3667
O  1.7480  -2.9875  -1.0078
N  -2.4843  0.6293  3.1657
N  3.8618  1.6656  -1.8519
C  0.6274  -3.6662  -0.4776
C  2.3400  1.5258  1.4850
C  2.3885  -1.0481  -2.2029
C  2.9624  1.8260  -0.8158
C  -3.0105  1.8222  2.8469
C  0.7957  2.5435  -0.0595
C  -1.6732  -0.0932  0.1873
C  -0.1795  -0.7719  -3.2248
C  3.2706  1.4007  0.4780
C  1.7195  2.4098  -1.0717
C  1.4165  -1.9813  -1.8675
C  0.7845  0.1718  -3.5232
C  -2.0069  2.9827  2.9856
C  -2.5740  -1.2515  0.6027
C  1.0903  2.0888  1.2266
C  2.0624  0.0109  -3.0235
C  0.1272  -1.8570  -2.4094
C  -3.2028  -0.6141  3.0161
C  -0.3686  -3.9774  -1.5919
C  -2.4890  -1.6028  2.0904
C  0.1008  2.1350  2.3156
H  -2.5208  3.9224  2.7799
H  -2.2975  -2.1340  0.0207
H  -1.2423  -4.5079  -1.2112
H  -0.1660  2.9890  -0.2566
H  -0.6495  -0.2506  0.5271
H  -1.1811  -0.6966  -3.6162
H  2.5586  1.1842  2.4855
H  -3.6079  -1.0082  0.3524
H  -1.5791  2.9866  3.9942
H  0.5688  1.0229  -4.1473
H  -1.6563  -0.0018  -0.8963
H  -2.0320  0.8457  0.5960
H  0.1255  -4.5848  -2.3614
H  0.1397  -3.0417  0.2823
H  1.5071  2.7578  -2.0690
H  -4.1910  -0.3640  2.6235
H  -1.5249  0.5834  3.4874
H  4.7429  1.2346  -1.6171
H  -1.4405  -1.6767  2.3924
H  -3.3232  -1.0720  4.0049
H  4.2387  0.9661  0.6800
H  3.3868  -1.1683  -1.8162
H  -2.9489  -2.5817  2.2434
H  1.0085  -4.5781  -0.0169

Forces on the atoms, in the same order (eV/Å):
S 0.27 -0.24 0.35
O -0.03 0.41 -0.10
O -0.30 -0.02 0.19
O -0.38 0.16 -0.18
O 0.14 0.07 -0.31
O 0.08 -0.19 0.16
O 0.05 0.16 -0.10
O 0.24 0.13 -0.22
N 0.23 -0.38 0.17
N 0.21 -0.22 -0.97
C -0.52 -0.18 -0.07
C -0.28 0.11 0.05
C -0.18 -0.36 0.09
C -0.73 0.31 0.60
C 0.56 0.39 0.17
C 0.03 -0.11 0.29
C -0.20 -0.13 -0.08
C 0.12 -0.20 0.13
C 0.09 0.05 -0.26
C 0.13 0.03 0.07
C -0.02 0.24 -0.06
C -0.05 0.06 -0.10
C -0.41 0.02 0.39
C 0.23 0.02 0.17
C 0.21 0.02 -0.25
C 0.38 0.44 -0.22
C 0.16 0.06 -0.09
C -0.08 -0.30 0.00
C 0.39 -0.31 0.35
C -0.32 0.18 -0.10
C 0.04 -0.19 0.31
H 0.04 -0.21 0.02
H -0.06 -0.01 -0.04
H 0.11 0.01 -0.01
H -0.09 0.04 -0.05
H 0.14 0.00 0.02
H -0.13 0.02 -0.05
H 0.02 -0.04 0.06
H -0.08 -0.08 -0.05
H -0.05 0.05 -0.16
H -0.11 0.10 -0.08
H 0.05 0.07 -0.10
H 0.04 0.13 -0.01
H -0.09 0.04 0.06
H 0.05 -0.05 -0.02
H -0.11 0.11 -0.04
H 0.05 -0.09 0.10
H -0.12 0.20 -0.05
H 0.08 -0.10 -0.14
H 0.08 -0.11 0.04
H -0.10 0.05 -0.10
H 0.10 -0.08 0.03
H 0.15 -0.05 0.14
H 0.05 -0.04 0.07
H -0.09 0.07 -0.02

Atom-resolved charges from Löwdin, all expressed in e: 0.6740, -0.0237, -0.2756, 0.0697, 0.0137, -0.2789, 0.0857, -0.0111, 0.0751, -0.0458, -0.1343, 0.0004, 0.0335, -0.3029, -0.4805, 0.0102, -0.0843, 0.0172, -0.0065, -0.0087, -0.1797, -0.0509, -0.0478, -0.2366, -0.1375, -0.2871, -0.1996, -0.1704, -0.1365, -0.1923, -0.4521, 0.1381, 0.0841, 0.1350, 0.1259, 0.0760, 0.1289, 0.1222, 0.1144, 0.1360, 0.1172, 0.0662, 0.0613, 0.1416, 0.1295, 0.1045, 0.1209, 0.1174, 0.1202, 0.1083, 0.1205, 0.1155, 0.1358, 0.1075, 0.1365